1.
# C3H10N4O

A cluster of 2 separate species, C3H10N4O in total at a distorted geometry (ωB97M-V/def2-TZVPD, the Open Molecules 2025 dataset).

Properties
Energy above the lowest of the compared OMol25 structures with the same formula, charge and spin: 43.2 kcal per mole
Lowest unoccupied orbital energy: 0.59 eV
Electronic energy: -414.54437 Ha
Structure (SMILES): [H]/N=C(\N)CN.NC=O
Charge: 0
HOMO energy: -8.0 eV

Structure (XYZ):
```
18
Properties=species:S:1:pos:R:3:forces:R:3
C 0.88579 0.08336 0.84294 0.1 0.6 -0.7
N 1.06070 1.21034 1.58822 0.0 0.0 0.4
N 1.62913 -0.26662 -0.13632 0.5 -0.6 0.6
N -1.39114 -0.13423 1.93987 0.0 -0.1 0.2
C -0.38760 -0.70566 1.07395 -0.1 -0.2 -0.2
H 1.91834 1.73227 1.51040 -0.1 -0.1 0.0
H 0.50598 1.33855 2.41920 0.1 0.0 -0.1
H 0.88246 -0.60993 -1.55475 -1.8 1.1 -2.6
H 2.49003 0.25609 -0.26488 -0.1 0.2 0.2
H -1.73651 0.75939 1.61761 0.0 0.0 0.1
H -1.12610 -0.10084 2.91532 -0.1 0.1 -0.1
H -0.09884 -1.69705 1.43295 0.0 0.1 0.1
N -0.91097 0.29898 -2.75596 0.1 0.3 -0.3
C -0.07576 -0.70419 -2.39782 1.9 -1.3 3.3
O -0.39826 -1.88060 -2.43408 -0.7 -0.2 -1.0
H -0.60155 1.25391 -2.73855 -0.1 0.0 0.0
H -1.81364 0.06101 -3.14686 0.2 0.1 -0.1
H -0.83206 -0.89477 0.08876 0.2 0.1 0.1
```
Positions in Å, forces in eV/Å.

Mulliken atomic charge list, values in e, 8 entries:
1 C 0.395
2 N -0.376
3 N -0.652
4 N -0.681
5 C -0.139
6 H 0.214
7 H 0.174
8 H 0.459


2.
# C2H9N2O2

A cluster of 2 separate species, C2H9N2O2 in total at a distorted geometry (ωB97M-V/def2-TZVPD, the Open Molecules 2025 dataset).

Properties
Energy above the lowest of the compared OMol25 structures with the same formula, charge and spin: 0.0 kcal per mole
Lowest unoccupied orbital energy (spin up / spin down): -8.23 / -14.49 eV
Electronic energy: -340.86224 Ha
Expectation value of S²: 0.77
2S+1: 2
Charge: +2
HOMO energy (spin up / spin down): -21.9 / -21.8 eV

Structure (XYZ):
```
15
Properties=species:S:1:pos:R:3:forces:R:3
N 1.08861 0.05775 -2.92039 -0.2 1.4 1.0
C 0.04490 0.11454 -2.03984 -0.7 -0.4 -1.6
O -1.16482 0.21846 -2.50041 0.8 -0.4 0.1
O 0.22380 0.05609 -0.80295 0.6 0.4 -0.4
H 2.04426 0.18723 -2.56772 0.0 -0.6 0.0
H 0.91862 0.64182 -3.74804 0.2 -0.2 -0.1
H -1.15281 -0.01552 -3.45073 -0.7 0.1 0.0
C -0.73692 0.34743 2.60809 0.5 -0.7 0.3
N 0.20243 -0.62757 1.91791 -0.1 0.0 -0.7
H -0.39673 0.43111 3.63509 0.1 0.3 0.0
H -0.67269 1.27455 2.05631 -0.2 0.2 0.2
H -1.72254 -0.10556 2.63575 -0.1 0.2 -0.3
H 0.04428 -1.59149 2.22250 0.0 0.0 0.0
H 1.19136 -0.41278 2.06502 -0.1 0.1 0.4
H 0.08824 -0.57606 0.88941 -0.2 -0.3 1.1
```
Positions in Å, forces in eV/Å.

Mulliken atomic charge list, values in e, 8 entries:
1 N -0.310
2 C 0.781
3 O -0.326
4 O -0.309
5 H 0.337
6 H 0.309
7 H 0.383
8 C -0.715


3.
# ClH2N2P

A structure of composition ClH2N2P at a distorted geometry (ωB97M-V/def2-TZVPD, the Open Molecules 2025 dataset).

Properties
Energy above the lowest of the compared OMol25 structures with the same formula, charge and spin: 75.0 kcal per mole
Lowest unoccupied orbital energy (spin up / spin down): -0.11 / -0.36 eV
Electronic energy: -912.16094 Ha
Charge: 0
HOMO energy (spin up / spin down): -7.9 / -8.4 eV

Structure (XYZ):
```
6
Properties=species:S:1:pos:R:3:forces:R:3
N 1.93809 0.79722 -0.40548 -2.0 -0.6 0.4
N 0.81677 0.47795 -0.30629 3.7 -0.9 0.3
P -0.45847 -1.36509 0.41913 1.3 0.3 1.0
Cl -1.88148 -0.33287 -0.53163 -1.1 0.5 -0.7
H 0.01551 0.89469 -0.72361 -1.8 1.2 -0.9
H -0.43043 -0.47190 1.54788 -0.2 -0.6 -0.1
```
Positions in Å, forces in eV/Å.

Quick look at the Mulliken charges, all values in e:
1 N -0.419
2 N 0.144
3 P 0.112
4 Cl -0.210
5 H 0.285
6 H 0.087


4.
# C31H30BClIN11NaOS

A structure of composition C31H30BClIN11NaOS (ωB97M-V/def2-TZVPD, the Open Molecules 2025 dataset).

Properties
Energy above the lowest of the compared OMol25 structures with the same formula, charge and spin: 0.0 kcal per mole
Lowest unoccupied orbital energy (spin up / spin down): -0.65 / -2.85 eV
Electronic energy: -3220.28984 Ha
Expectation value of S²: 0.79
2S+1: 2
Charge: 0
HOMO energy (spin up / spin down): -8.2 / -8.2 eV

Structure (XYZ):
```
78
Properties=species:S:1:pos:R:3:forces:R:3
Na -1.06557 0.07116 -0.94885 0.3 -0.6 0.1
C 0.09242 3.23751 0.43989 0.0 0.1 0.0
C 0.71351 2.03081 1.06234 0.0 -0.1 -0.1
C 1.81410 1.94409 1.92757 0.0 0.0 0.0
C 1.94229 0.59490 2.18268 0.0 0.0 0.1
N 0.96051 -0.05608 1.52890 0.0 -0.1 -0.1
N 0.22650 0.82126 0.81182 -0.1 0.1 0.3
B 0.78395 -1.60848 1.34994 0.0 0.1 0.2
N 1.42550 -2.02709 0.02659 0.0 -0.1 -0.3
C 2.63812 -2.55497 -0.22317 0.2 0.0 0.0
C 2.79731 -2.64309 -1.58761 0.0 0.0 0.1
C 1.60030 -2.13227 -2.11292 -0.1 0.0 0.0
C 1.20562 -1.97834 -3.54333 -0.1 0.0 -0.1
N 0.78420 -1.75323 -1.14064 0.0 0.0 0.1
N -0.70552 -2.05523 1.40389 -0.2 0.0 -0.1
C -1.20665 -2.94994 2.28088 0.0 -0.1 0.1
C -2.51397 -3.21292 1.94104 0.1 0.0 0.1
C -2.73933 -2.42422 0.80297 0.0 0.0 -0.1
C -3.97080 -2.31822 -0.03529 -0.1 -0.1 0.0
N -1.65362 -1.73702 0.48662 0.2 0.1 0.1
N 1.46028 -2.25736 2.56856 0.1 0.0 0.1
C 1.24100 -1.90446 3.85657 0.1 0.1 0.0
C 1.83750 -2.83980 4.66702 -0.1 0.1 0.0
C 2.39149 -3.77251 3.76916 0.0 0.0 0.0
C 3.16361 -5.01230 4.07903 0.0 -0.1 0.1
N 2.14644 -3.42233 2.51811 0.0 -0.1 -0.1
H 0.76264 4.09554 0.49720 0.0 0.0 0.0
H -0.13106 3.05143 -0.61149 0.0 0.0 0.0
H -0.83598 3.51434 0.94656 0.0 0.0 0.0
H 2.42581 2.74450 2.30681 0.0 0.0 0.0
H 2.65775 0.06032 2.78215 0.0 0.0 0.0
H 3.27355 -2.86840 0.58454 0.0 0.0 0.0
H 3.64100 -3.04794 -2.11904 0.0 0.0 0.0
H 1.36028 -2.90772 -4.09264 0.0 0.0 0.0
H 0.15061 -1.71620 -3.61456 0.0 0.0 0.0
H 1.78538 -1.19993 -4.04543 0.0 0.0 0.0
H -0.59819 -3.35712 3.06976 -0.1 0.0 0.0
H -3.19295 -3.89105 2.42802 0.0 0.0 0.0
H -4.81049 -2.82720 0.43754 0.0 0.0 0.0
H -4.25034 -1.27669 -0.19664 0.0 0.0 0.0
H -3.81387 -2.77702 -1.01288 0.0 0.0 0.0
H 0.66639 -1.02553 4.09713 0.0 0.0 0.0
H 1.86723 -2.85596 5.74269 0.0 0.0 0.0
H 3.22789 -5.16710 5.15553 0.0 0.0 0.0
H 2.68777 -5.88850 3.63879 0.0 0.0 0.0
H 4.17953 -4.95442 3.68700 0.0 0.0 0.0
Cl -5.86621 5.30343 1.04391 0.0 0.0 0.0
C -4.82072 4.20013 0.24415 0.0 -0.1 0.1
C -4.39450 4.50626 -1.03685 0.0 0.1 -0.1
C -3.55266 3.66161 -1.73741 -0.2 0.0 0.3
I -2.91290 4.14177 -3.62036 0.1 0.0 -0.2
C -3.09296 2.41982 -1.15023 0.1 -0.1 0.0
O -2.34705 1.63331 -1.73027 -0.4 0.6 -0.4
C -3.54882 2.13382 0.23301 0.1 0.0 0.0
N -3.06695 1.00683 0.75468 -0.1 0.1 0.0
C -3.42314 0.69133 1.98423 0.1 -0.1 0.0
C -4.28693 1.48121 2.75287 0.0 0.0 0.0
C -4.78467 2.64698 2.22372 0.1 -0.1 -0.1
C -4.40647 3.00640 0.91886 0.0 0.0 0.0
H -4.73378 5.43190 -1.48100 0.0 0.0 0.0
H -3.00465 -0.23067 2.37561 0.0 0.0 0.0
H -4.55051 1.16551 3.75256 0.0 0.0 0.0
H -5.44877 3.28241 2.79226 0.0 0.0 0.0
N 5.11072 2.48322 -4.30362 0.0 0.0 0.0
C 4.03322 2.00347 -4.94613 0.0 0.0 0.3
S 3.98834 1.75033 -6.56287 0.0 0.0 -0.2
C 2.87688 1.69801 -4.05121 -0.1 0.0 -0.1
C 3.06194 1.23720 -2.75273 -0.1 0.0 0.0
C 1.94720 0.97067 -1.97211 0.0 0.0 0.0
N 0.70027 1.14685 -2.40220 0.0 0.0 0.1
C 0.52955 1.59014 -3.64469 0.0 0.1 -0.1
C 1.57564 1.87043 -4.50885 0.0 0.0 0.1
H 5.92783 2.72164 -4.83951 0.0 0.0 0.0
H 5.06563 2.74353 -3.33341 0.0 0.0 0.0
H 4.04471 1.02964 -2.34952 0.0 0.0 0.0
H 2.05836 0.58998 -0.96444 0.0 0.0 0.0
H -0.49826 1.72941 -3.96182 0.0 0.0 0.0
H 1.39750 2.20820 -5.51941 0.0 0.0 0.0
```
Positions in Å, forces in eV/Å.

Mulliken atomic charge list, values in e, 8 entries:
1 Na 1.191
2 C -1.193
3 C 0.411
4 C -1.915
5 C -0.152
6 N 0.728
7 N 0.454
8 B -0.061